ORCA calculation (ωB97M-V/def2-TZVPD) on a structure of composition C39H30ClN6O7ReS.

Output
- Calculated total energy: -3295.84089 hartree
- HOMO-LUMO gap (alpha / beta): 4.523 / 4.693 eV
- Lowest unoccupied orbital energy (alpha / beta): -5.60 / -5.43 eV
- Highest occupied orbital energy (alpha / beta): -0.3720 / -0.3720 hartree
- Relative energy (zero: lowest compared OMol25 entry of this formula, charge and spin): 1.6 kcal/mol
- Multiplicity: 2
- Total charge: +1

Atoms and positions in Å:
Re  0.717  1.159  1.172
C  0.581  1.528  5.548
C  -0.360  0.558  5.878
C  -0.952  -0.198  4.881
C  -0.588  0.018  3.552
C  0.358  0.992  3.204
C  0.930  1.751  4.221
C  -1.131  -0.726  2.419
C  -1.950  -1.841  2.555
C  -2.306  -2.567  1.447
C  -1.935  -2.140  0.164
C  -2.320  -2.851  -0.995
C  -1.982  -2.394  -2.235
C  -1.286  -1.174  -2.347
C  -0.915  -0.452  -1.238
C  -1.182  -0.950  0.043
N  -0.731  -0.285  1.186
H  1.040  2.118  6.330
H  -0.634  0.397  6.911
H  -1.690  -0.942  5.149
H  1.668  2.513  3.994
H  -2.237  -2.167  3.542
H  -2.883  -3.479  1.551
H  -2.876  -3.772  -0.871
H  -2.199  -2.946  -3.137
H  -1.020  -0.829  -3.336
H  -0.395  0.487  -1.362
N  -4.698  2.765  0.851
C  -4.045  3.940  0.689
O  -4.573  4.960  0.315
C  -2.557  3.943  0.968
C  -1.946  5.175  1.173
C  -0.581  5.225  1.396
C  0.143  4.052  1.392
N  -0.444  2.863  1.167
C  -1.775  2.806  0.967
H  -5.693  2.772  0.695
H  -4.312  1.995  1.366
H  -2.559  6.066  1.145
H  -0.072  6.162  1.570
H  1.214  4.040  1.555
H  -2.184  1.825  0.765
O  -0.783  -3.494  -5.895
S  0.430  -3.136  -5.203
O  0.260  -3.047  -3.747
O  1.658  -3.769  -5.613
C  0.681  -1.383  -5.662
N  0.305  -0.952  -6.862
C  0.410  0.350  -7.089
C  0.821  1.258  -6.118
C  1.219  0.699  -4.921
N  1.195  -0.616  -4.708
C  1.524  1.396  -3.645
C  2.482  0.838  -2.803
C  2.414  1.096  -1.456
N  1.441  1.851  -0.914
C  0.669  2.558  -1.754
C  0.695  2.383  -3.123
H  0.131  0.690  -8.080
H  0.839  2.323  -6.307
H  3.174  0.098  -3.179
H  3.090  0.620  -0.760
H  -0.068  3.213  -1.306
H  -0.025  2.900  -3.744
C  1.819  -2.271  -1.005
C  1.383  -2.851  0.305
C  0.859  -4.139  0.357
C  0.503  -4.714  1.566
Cl  -0.182  -6.300  1.589
C  0.689  -4.033  2.760
C  1.186  -2.742  2.725
C  1.504  -2.160  1.507
O  1.971  -0.822  1.453
C  3.035  -0.551  2.380
C  3.360  0.923  2.327
O  4.231  1.465  2.922
O  2.523  1.567  1.475
H  1.477  -2.869  -1.850
H  2.910  -2.207  -1.047
H  1.418  -1.270  -1.141
H  0.733  -4.692  -0.566
H  0.434  -4.500  3.701
H  1.296  -2.202  3.656
H  3.916  -1.143  2.133
H  2.731  -0.765  3.405